[1]
{"formula": "C29H32N2O2PV", "method": "wB97M-V/def2-TZVPD", "species": ["H", "C", "H", "C", "H", "C", "P", "H", "H", "H", "H", "C", "H", "C", "C", "C", "O", "H", "H", "C", "H", "H", "C", "C", "H", "C", "C", "H", "C", "H", "V", "C", "H", "C", "H", "H", "C", "H", "C", "H", "H", "N", "H", "H", "H", "H", "H", "C", "H", "C", "C", "C", "H", "H", "H", "N", "C", "C", "O", "C", "C", "C", "C", "H", "H", "C", "C"], "coordinates": [[3.93998, 2.68098, -0.44847], [-2.49695, 4.08794, -0.36629], [-1.13746, 1.25756, -2.52707], [-2.60139, 4.20029, -1.74168], [4.67425, -2.10336, 0.02430], [-1.69966, -0.74067, 2.28549], [-0.72313, 0.33595, -0.17383], [-2.96319, 4.85480, 0.18255], [2.06720, -4.49263, 3.18722], [4.30056, 3.62660, -1.96551], [-3.62955, 0.56719, -0.10805], [-1.23223, 2.05523, -0.55476], [-0.18919, -3.06369, -2.02575], [-1.38661, 2.15891, -1.94699], [4.01938, 2.62701, -1.52772], [0.56133, 0.00326, 3.64791], [3.40878, -1.27897, -1.25390], [-0.26385, -3.82903, 2.45090], [-0.95896, 2.44989, 2.05403], [-3.95238, -2.50685, -1.42510], [3.81162, -1.02709, -2.10023], [-0.55401, -2.83928, 0.20143], [1.85486, -4.04390, 2.17484], [0.43838, -3.02508, 0.60085], [0.93131, 2.10189, 1.06830], [-0.72326, 0.00413, 1.62530], [1.43530, 1.33600, 1.65640], [-0.41458, -1.81286, -3.21653], [0.42391, 0.40590, 2.33661], [2.00381, 0.81406, 0.88001], [1.22132, -0.80149, -1.22436], [2.73141, 2.07956, -2.14117], [-3.11627, 4.99754, -2.23041], [-0.34968, -1.95807, -2.15670], [-2.35062, -3.60787, -2.37481], [2.58925, 3.54814, -3.59599], [2.72784, -2.94646, 0.22680], [4.20501, -3.20035, -1.36376], [-1.53945, -1.03230, 3.65241], [2.08627, 1.84226, 2.38708], [-4.76581, -3.18817, -1.54330], [2.19157, 2.71860, -3.14372], [3.89740, -4.00659, 1.57238], [-2.59812, -1.11332, 1.89880], [1.33536, 2.32200, -3.45596], [-5.38988, -1.07121, -0.58032], [-2.38615, -1.52719, 4.16958], [-0.45770, -0.66662, 4.27969], [-2.65885, 2.73341, 2.25327], [-2.00181, 3.21738, -2.58083], [3.88533, -2.45231, -0.61526], [-3.39210, -0.33708, -0.64966], [-0.26180, -0.84108, 5.33424], [1.42036, 0.36932, 4.21229], [4.90797, 1.96872, -1.69541], [1.47183, -2.62437, -0.16129], [-1.72072, -1.73535, -1.62834], [-1.76817, 3.09210, 1.76002], [2.19119, 1.02630, -1.80305], [2.91181, -3.74971, 1.33572], [-2.68746, -2.72057, -1.82947], [-4.35172, -1.27940, -0.89244], [0.55943, -3.65082, 1.80519], [-2.10733, 3.22702, -3.66388], [-1.44818, 4.09334, 2.12089], [-2.04668, -0.57901, -0.95964], [-1.87910, 3.04951, 0.28714]], "forces_ev_per_angstrom": [[-0.271, 0.210, 0.153], [-0.371, 0.197, -1.241], [0.276, 0.547, -0.017], [1.219, -1.515, -1.273], [0.710, -0.488, 0.335], [1.244, 0.397, 1.182], [0.365, 0.208, -0.355], [-0.468, 0.797, 0.928], [-0.371, 0.283, -1.374], [-0.468, -0.963, 0.604], [-0.215, 0.237, -0.060], [-1.715, 0.848, 0.693], [0.269, 0.778, -0.374], [0.256, -0.622, -0.043], [0.725, 0.280, -0.765], [0.829, 1.357, -0.614], [-0.740, 0.741, -0.926], [-0.672, -0.140, 0.222], [0.146, -0.359, 0.371], [-2.106, 0.535, 0.204], [0.227, -0.468, 0.473], [0.181, 0.304, 0.026], [-0.246, -0.055, 1.288], [-0.565, 0.224, -0.817], [-0.192, 0.255, 0.204], [-0.703, -0.437, -0.186], [-0.240, -0.320, 0.280], [0.049, 0.178, -0.954], [0.460, 0.488, -0.612], [0.360, -0.155, 0.352], [0.393, 0.163, -0.369], [1.325, -0.232, 0.344], [-0.326, 0.556, 0.105], [0.496, -0.844, 0.729], [-0.413, 0.112, 0.342], [-0.417, -0.660, 0.510], [-1.233, -0.685, -0.208], [-0.002, 0.225, 0.514], [-4.102, -1.310, -1.877], [-0.121, -0.377, -0.327], [-0.062, -0.863, -0.269], [0.390, 1.893, -1.188], [1.297, -0.518, 0.559], [-1.017, -0.165, -1.302], [-0.656, 0.002, -0.565], [0.621, -0.345, -0.348], [0.734, 0.251, -0.329], [3.459, 0.565, 3.109], [-0.345, 0.149, 0.274], [-0.757, 0.765, 1.134], [-0.648, -0.001, -0.402], [0.343, 0.424, 0.602], [-0.486, -0.255, -0.003], [-0.149, -0.272, -0.085], [-0.944, 0.204, -0.160], [0.946, 0.166, 0.985], [0.699, -0.255, -0.436], [0.937, 0.295, 0.540], [-0.053, -0.786, 0.987], [-0.448, 0.663, -0.163], [1.078, -0.347, -0.724], [-0.415, 0.372, 0.515], [1.892, -0.627, 0.428], [-0.028, 0.120, 0.259], [-0.684, -0.443, -0.236], [-1.049, -0.083, 1.063], [1.771, -1.199, -1.710]], "multiplicity": 4, "de_lowest_kj_mol": 171.8, "max_force_ev_per_a": 4.7, "s2": 3.769, "charge": 1}

[2]
{"formula": "C29H33AsAuCl2N5O2Te", "method": "wB97M-V/def2-TZVPD", "species": ["O", "H", "H", "H", "As", "C", "H", "C", "C", "H", "H", "C", "C", "H", "C", "O", "N", "N", "H", "C", "H", "C", "C", "C", "C", "H", "N", "H", "H", "C", "C", "C", "C", "H", "C", "H", "C", "C", "H", "H", "C", "C", "C", "H", "H", "H", "C", "Cl", "Au", "C", "C", "C", "Cl", "H", "H", "H", "H", "N", "H", "H", "C", "C", "H", "C", "C", "Te", "H", "H", "H", "N", "H", "H", "H", "H"], "coordinates": [[-3.77894, 0.85580, -0.50426], [-1.45046, 3.33106, 5.77470], [-3.42736, -3.23238, -4.14890], [1.14923, 1.82330, -1.42340], [0.28728, 1.58282, 1.37850], [1.89570, 2.25306, 0.53937], [-1.51678, -4.52642, -1.36478], [-3.12862, -2.47244, -3.42313], [2.05930, -0.95012, 4.23790], [-0.50055, -1.20521, 1.35721], [-1.07446, 5.70751, 5.21104], [-0.17706, -2.32706, -1.84365], [-0.08680, 2.94678, 2.69770], [0.06500, -2.79407, -0.88511], [4.12861, -2.46067, -0.17699], [-4.26607, 2.33096, -2.12391], [-0.53263, -3.37347, -2.80592], [2.09644, -0.83180, -0.24567], [5.03162, -3.99263, -1.40389], [1.46999, -2.17221, 3.94403], [2.77497, -0.87330, 5.04601], [-2.44474, -2.08994, -1.18802], [-0.65712, 2.60743, 3.92076], [-0.86385, -2.71740, -4.07517], [2.95338, 2.76712, 1.28192], [-3.25956, -1.38150, -1.04219], [-2.86058, -3.12477, -2.13791], [1.72985, -3.04757, 4.52491], [-0.08026, 6.31567, 3.03164], [1.97663, 2.22446, -0.84793], [1.72368, 0.17707, 3.50244], [0.80306, 0.07727, 2.46651], [3.11158, 2.69772, -1.48941], [-6.10013, 0.06296, -0.64752], [-0.23766, 5.27539, 3.28409], [4.03300, -3.09355, 0.70692], [0.54172, -2.27094, 2.91691], [-4.54291, 1.38021, -1.30948], [3.16821, 2.67594, -2.57005], [-2.37707, -0.03342, -2.82482], [-1.56673, -0.75427, -2.94554], [4.18424, -3.31143, -1.44970], [4.09064, 3.23415, 0.64037], [-1.14808, -3.48113, -4.80284], [-2.02738, -4.81704, -3.04142], [0.07801, -3.22327, 2.69332], [0.11620, 4.28613, 2.37983], [-7.10430, 2.15515, -0.93303], [-1.50626, 1.47424, -0.19009], [0.20874, -1.14631, 2.17771], [-1.74016, -4.04737, -2.32120], [2.99585, -1.54209, -0.19521], [-6.31486, 0.21380, -2.97499], [0.02151, -2.19326, -4.44215], [3.27288, -3.89674, -1.56235], [5.04043, -1.87307, -0.06144], [2.17228, 1.13275, 3.74662], [-1.25708, -1.35933, -1.64286], [-3.95033, -1.76411, -3.29873], [0.70520, -1.79597, -2.20220], [-0.79817, 4.93376, 4.50698], [-1.00900, 3.59996, 4.82400], [-0.68605, -0.21893, -3.30607], [-5.97927, 0.86652, -1.36464], [4.17021, 3.19770, -0.74492], [-2.29341, 3.06074, -2.26496], [4.91092, 3.63616, 1.22102], [4.29475, -2.67954, -2.32925], [-2.22026, -2.56755, -0.22969], [-1.95861, -1.75832, -3.93806], [0.54554, 4.55817, 1.42162], [2.88489, 2.82375, 2.36266], [5.05643, 3.56929, -1.24270], [-0.82444, 1.56581, 4.16946]], "forces_ev_per_angstrom": [[-0.436, -0.438, 0.198], [-0.004, -0.008, 0.005], [-0.009, 0.005, -0.001], [0.029, 0.007, 0.025], [-0.220, -0.037, -0.080], [0.041, 0.029, -0.004], [-0.004, -0.010, -0.005], [-0.034, -0.008, -0.040], [0.020, 0.018, 0.010], [0.020, -0.026, 0.031], [-0.001, 0.009, 0.005], [0.051, 0.009, 0.043], [0.065, 0.045, 0.088], [0.009, 0.025, -0.003], [0.086, -0.142, -0.022], [0.076, -0.109, -0.086], [0.011, -0.001, -0.014], [0.005, 0.019, -0.021], [0.012, -0.009, 0.004], [0.001, -0.029, 0.002], [0.008, 0.001, 0.010], [-0.016, -0.033, 0.052], [0.045, -0.039, -0.046], [0.012, -0.016, -0.037], [-0.057, -0.023, 0.050], [-0.002, -0.013, 0.000], [-0.011, -0.001, 0.018], [0.000, -0.017, 0.006], [0.005, 0.010, -0.007], [-0.047, -0.011, 0.004], [-0.005, 0.015, -0.019], [-0.054, -0.124, 0.004], [0.016, 0.006, 0.019], [0.045, 0.029, -0.019], [-0.011, 0.027, 0.026], [0.017, 0.022, 0.011], [0.005, -0.017, 0.014], [0.474, 0.346, 0.023], [-0.002, -0.002, -0.004], [0.021, -0.035, -0.014], [-0.049, -0.075, -0.045], [-0.032, 0.043, 0.039], [0.020, 0.007, 0.016], [0.007, 0.009, -0.007], [0.000, -0.004, 0.015], [-0.006, -0.006, -0.002], [-0.005, -0.031, -0.054], [-0.081, 0.069, 0.025], [0.273, 0.606, -0.455], [-0.009, 0.086, -0.024], [-0.001, -0.028, -0.007], [0.005, 0.074, -0.012], [-0.021, -0.056, -0.057], [0.000, -0.009, -0.008], [-0.005, -0.007, -0.016], [-0.009, 0.000, 0.022], [-0.001, -0.023, 0.009], [-0.081, 0.071, 0.012], [0.006, -0.005, 0.004], [0.000, -0.018, 0.011], [0.005, 0.005, -0.007], [0.000, -0.003, -0.004], [-0.009, 0.028, 0.012], [0.032, 0.025, -0.032], [0.009, 0.002, -0.004], [-0.230, -0.281, 0.349], [0.001, 0.000, 0.005], [0.000, -0.004, -0.017], [0.004, 0.020, 0.008], [0.006, 0.007, -0.011], [-0.010, 0.001, 0.038], [0.021, 0.007, -0.034], [0.006, 0.003, -0.014], [-0.007, 0.013, 0.017]], "de_lowest_kj_mol": 0.0, "max_force_ev_per_a": 0.8, "charge": 0}

[3]
{"formula": "C29H33BaN6O2S", "method": "wB97M-V/def2-TZVPD", "species": ["S", "H", "H", "C", "H", "C", "N", "H", "H", "H", "H", "C", "H", "H", "C", "C", "H", "H", "C", "C", "N", "C", "H", "H", "O", "C", "C", "H", "H", "H", "H", "H", "C", "H", "H", "C", "H", "C", "H", "C", "H", "C", "H", "C", "C", "C", "H", "H", "N", "H", "C", "O", "C", "C", "C", "C", "C", "H", "C", "H", "H", "N", "H", "C", "C", "N", "C", "H", "N", "Ba", "C", "H"], "coordinates": [[-0.89619, 0.24946, 2.74369], [-1.78769, -2.31736, -2.50576], [-2.55670, 0.34714, -3.67888], [-2.17512, 4.38397, 3.03772], [2.10763, 0.00298, -6.61776], [-1.12312, 4.42283, 2.13344], [-3.83948, 1.52702, -1.33779], [2.97801, 0.65445, 5.24595], [-5.75578, 1.32152, -0.38785], [-1.17538, 6.83806, 5.14504], [3.24940, 2.64889, 3.71963], [-0.10829, 6.20596, 3.39264], [3.19692, 1.03871, -4.65243], [4.69929, 1.62512, 3.70656], [-1.08038, 3.46292, 0.96801], [-4.85141, 0.74721, -0.62983], [-3.00303, 5.20441, 4.84032], [1.89782, 1.57826, -2.64165], [1.36691, -2.77364, -3.56436], [-2.60477, -0.55240, -5.63107], [1.67620, -0.27266, 1.86729], [3.36870, -1.02713, -0.14331], [0.73386, 5.31202, 1.61151], [-3.66750, -0.76746, -5.61382], [0.03412, 3.18322, 0.46998], [0.81902, 0.17213, 2.78324], [-4.28191, 0.19105, 0.66898], [3.78053, -0.68278, -1.09211], [-5.16361, -0.08548, -1.26962], [-3.45257, -1.58017, -0.02020], [1.94997, -3.12089, -4.40824], [0.69544, 6.91826, 3.53373], [1.22555, -1.75748, -1.39168], [3.07322, -2.18315, -2.42954], [-0.55060, -3.20257, -4.46517], [-0.50449, -0.63482, -6.80512], [-2.32490, -1.39738, -7.60612], [2.12943, 0.83472, -4.64068], [3.19643, -0.40824, 3.85224], [1.53493, 0.26328, -5.73275], [0.08477, -0.90230, -7.67784], [2.84028, 0.57479, 4.16510], [-5.09504, -0.27505, 1.23993], [0.14702, -0.00305, -5.71407], [-0.61028, 0.34957, -4.55409], [-0.70219, -2.33278, -2.50839], [-3.90018, 1.02603, 1.26312], [3.82320, -1.99131, 0.10443], [1.41863, 0.67983, 3.89755], [3.62896, -0.31748, 0.63681], [1.36332, 1.14613, -3.49059], [-2.17722, 2.96189, 0.58598], [-1.84316, -0.91056, -6.76584], [0.00085, 0.92452, -3.39211], [-0.01695, -2.83100, -3.60120], [1.87008, -1.15342, -0.20131], [-2.00086, 0.06164, -4.56740], [-4.22626, 1.96484, -2.16393], [-0.08537, 5.32876, 2.31867], [-2.96348, 3.66109, 2.87476], [3.52432, 1.52994, 2.37798], [1.09760, -0.78401, 0.76030], [-3.48974, 2.27148, -0.73554], [1.99509, -2.24407, -2.45506], [3.63775, 1.66528, 3.45275], [-0.11171, -1.81203, -1.44018], [-1.16101, 6.16152, 4.29868], [-2.63333, -0.91699, 1.24351], [-3.16485, -0.70686, 0.40237], [-0.85170, 0.89726, -0.51044], [-2.19094, 5.24616, 4.12483], [0.78506, 0.88432, 4.64941]], "forces_ev_per_angstrom": [[-0.178, -0.030, 0.079], [0.000, -0.004, 0.003], [-0.073, -0.037, -0.040], [-0.046, 0.021, -0.027], [0.024, 0.012, 0.010], [0.122, 0.012, -0.047], [0.062, 0.047, 0.066], [-0.041, 0.003, 0.003], [-0.003, 0.018, 0.008], [0.000, 0.000, -0.001], [0.020, 0.016, -0.008], [-0.036, -0.014, 0.014], [0.001, -0.003, -0.015], [-0.001, -0.059, 0.033], [-0.139, -0.025, 0.173], [0.041, -0.029, 0.039], [-0.008, -0.006, -0.003], [0.061, 0.007, -0.034], [-0.126, -0.054, -0.112], [-0.072, 0.010, 0.049], [0.093, 0.024, 0.228], [-0.088, -0.035, -0.010], [0.014, 0.036, 0.022], [-0.001, 0.009, 0.020], [0.081, 0.280, 0.029], [0.291, 0.043, -0.232], [-0.038, 0.026, -0.106], [-0.019, -0.024, -0.021], [-0.006, 0.002, -0.016], [-0.082, 0.028, -0.008], [0.019, 0.009, 0.012], [0.011, -0.003, -0.013], [0.119, -0.169, -0.334], [-0.011, 0.007, 0.038], [-0.010, 0.009, 0.001], [0.018, -0.004, -0.005], [0.002, -0.002, -0.005], [-0.016, -0.014, -0.002], [0.005, -0.019, -0.009], [0.112, 0.028, 0.003], [-0.014, -0.003, -0.002], [0.072, 0.173, -0.017], [0.000, -0.015, 0.009], [-0.298, -0.012, 0.115], [0.430, -0.079, -0.277], [0.012, 0.072, 0.046], [0.018, -0.021, 0.034], [0.063, 0.021, -0.033], [-0.038, -0.271, 0.059], [0.007, -0.036, 0.022], [-0.096, -0.064, -0.133], [-0.067, 0.193, 0.099], [0.045, 0.007, -0.015], [-0.230, 0.114, 0.541], [0.112, -0.018, -0.018], [0.146, 0.005, 0.211], [0.078, 0.023, 0.017], [0.046, -0.067, -0.059], [-0.001, -0.072, 0.004], [-0.006, 0.013, 0.023], [0.025, 0.086, -0.004], [-0.262, 0.128, -0.210], [-0.085, 0.060, -0.006], [0.008, 0.068, 0.153], [-0.100, -0.084, -0.028], [-0.096, 0.030, 0.169], [0.011, 0.020, 0.013], [-0.010, -0.012, 0.028], [0.202, -0.042, 0.022], [-0.098, -0.431, -0.492], [0.022, -0.002, -0.023], [0.004, 0.101, -0.029]], "de_lowest_kj_mol": 0.0, "max_force_ev_per_a": 0.7, "charge": -1}